Record 1
Here is a cluster of 2 separate species, C3H7O2S in total at a distorted geometry from the OMol25 dataset. Energies are from wB97M-V/def2-TZVPD.

The geometry in XYZ format:
```
13
C3H7O2S (wB97M-V/def2-TZVPD)
C 0.070 0.799 1.872
C -0.953 0.228 0.900
S -1.389 1.527 -0.364
H 0.502 0.034 2.511
H -0.449 1.548 2.472
H 0.935 1.224 1.366
H -0.622 -0.609 0.295
H -1.878 0.004 1.419
H -0.535 0.968 -1.247
O 0.377 -2.438 -2.160
C 1.078 -1.412 -2.297
O 1.049 -0.355 -1.633
H 1.816 -1.518 -3.136
```

Values from the calculation:
* HOMO level: -4.3 eV
* ΔE to the lowest compared entry with this formula, charge and spin: 0.387 eV
* lowest unoccupied orbital energy: 3.501 eV
* 2S+1: 1
* total charge: -1

Atomic partial charges in e from the Löwdin method, atoms 1 to 5:
1 C -0.20
2 C -0.58
3 S 0.60
4 H 0.06
5 H 0.05

Record 2
Here is a cluster of 9 separate species, CH20N2O9 in total at a distorted geometry from the OMol25 dataset. Energies are from wB97M-V/def2-TZVPD.

The geometry in XYZ format:
```
32
CH20N2O9 (wB97M-V/def2-TZVPD)
O 3.774 -2.875 8.558
H 3.862 -2.578 7.645
H 4.491 -3.532 8.684
O 2.343 -3.623 10.825
H 1.466 -3.716 10.441
H 2.865 -3.199 10.119
O 5.499 -5.890 11.570
H 5.571 -5.338 10.768
H 6.404 -6.150 11.764
O 1.605 -4.059 6.701
H 1.955 -4.503 7.482
H 2.392 -3.877 6.161
O 3.125 -6.487 9.532
H 3.600 -5.878 10.110
H 2.770 -7.152 10.131
O 4.208 -4.155 5.773
H 5.069 -4.090 6.196
H 4.408 -4.168 4.821
O 5.439 -1.735 11.033
H 4.888 -2.016 10.293
H 5.188 -2.322 11.757
O 5.876 -4.642 9.081
H 5.833 -5.449 8.539
H 6.687 -4.189 8.809
C 5.898 -2.009 3.742
O 4.805 -2.537 3.513
N 6.841 -1.911 2.764
N 6.224 -1.458 4.938
H 6.587 -2.421 1.933
H 7.798 -1.688 2.952
H 7.161 -1.148 5.109
H 5.574 -1.421 5.699
```

Values from the calculation:
* HOMO level: -10.3 eV
* ΔE to the lowest compared entry with this formula, charge and spin: 0.086 eV
* lowest unoccupied orbital energy: -0.584 eV
* 2S+1: 1

Atomic partial charges in e from the Löwdin method, atoms 1 to 5:
1 O -0.07
2 H 0.04
3 H 0.01
4 O -0.07
5 H 0.04

Record 3
Here is the ion C8H10BrN4 with charge +1 at a distorted geometry from the OMol25 dataset. Energies are from wB97M-V/def2-TZVPD.

The geometry in XYZ format:
```
23
C8H10BrN4 (wB97M-V/def2-TZVPD)
C 1.529 2.613 0.692
C 1.106 1.296 1.047
C 1.685 2.607 -0.683
C -2.725 -1.721 0.357
C 1.024 0.518 -0.082
C -2.914 -0.441 -0.079
C -0.750 -0.956 -0.195
C 0.730 -0.928 -0.426
N 1.364 1.374 -1.160
N -1.602 0.005 -0.363
N -1.400 -2.032 0.306
N 1.323 -1.982 0.378
Br -4.350 0.723 -0.132
H 1.822 3.386 1.395
H 1.044 0.851 2.048
H 1.781 3.501 -1.399
H -3.393 -2.420 0.694
H 0.800 -1.249 -1.532
H 1.617 1.053 -2.112
H -1.512 0.831 -0.854
H -0.974 -2.936 0.746
H 1.477 -1.934 1.363
H 2.318 -2.160 -0.008
```

Values from the calculation:
* HOMO level: -11.8 eV
* ΔE to the lowest compared entry with this formula, charge and spin: 0.000 eV
* lowest unoccupied orbital energy: -2.865 eV
* 2S+1: 1
* total charge: +1

Atomic partial charges in e from the Löwdin method, atoms 1 to 5:
1 C -0.07
2 C -0.05
3 C -0.13
4 C -0.06
5 C -0.25

Record 4
Here is a cluster of 2 separate species, C4H7NO3 in total at a distorted geometry from the OMol25 dataset. Energies are from wB97M-V/def2-TZVPD.

The geometry in XYZ format:
```
15
C4H7NO3 (wB97M-V/def2-TZVPD)
C 0.547 0.665 -0.673
C 0.054 0.600 0.781
C -2.009 -0.377 0.311
N -1.584 -1.398 -0.277
C 1.451 -0.270 -0.029
O 1.022 1.913 -1.087
O -2.806 0.389 0.706
O 1.251 -1.596 -0.072
H 1.596 2.289 -0.408
H -0.120 0.280 -1.437
H -2.289 -2.043 -0.611
H 0.299 -1.763 -0.293
H 0.222 1.513 1.340
H -0.077 -0.227 1.461
H 2.443 0.026 0.287
```

Values from the calculation:
* HOMO level: -8.5 eV
* ΔE to the lowest compared entry with this formula, charge and spin: 4.556 eV
* lowest unoccupied orbital energy: 0.542 eV
* 2S+1: 1

Atomic partial charges in e from the Löwdin method, atoms 1 to 5:
1 C -0.40
2 C -0.01
3 C -0.41
4 N 0.11
5 C -0.21

Record 5
Here is a cluster of 10 separate species, C21H46F3NO16S in total at a distorted geometry from the OMol25 dataset. Energies are from wB97M-V/def2-TZVPD.

The geometry in XYZ format:
```
88
C21H46F3NO16S (wB97M-V/def2-TZVPD)
C -1.332 -1.927 -6.422
C -0.392 -2.182 -5.225
O 0.268 -3.486 -5.343
C 1.497 -3.311 -4.766
C 2.642 -3.206 -5.455
N 2.648 -3.318 -6.891
C 3.141 -2.342 -7.469
O 3.806 -1.615 -8.101
C 3.925 -2.979 -4.628
O 4.975 -3.478 -4.901
C 3.707 -2.075 -3.378
S 5.056 -0.926 -3.011
C 4.470 0.691 -2.444
O 5.906 -1.507 -1.986
O 5.821 -0.703 -4.226
C 2.571 -2.204 -2.667
C 2.306 -1.380 -1.405
O 1.093 -1.854 -0.799
C 0.689 -1.068 0.222
F 0.472 0.211 -0.127
F 1.558 -1.107 1.255
F -0.479 -1.555 0.686
C 1.565 -3.243 -3.229
O 0.907 -3.981 -2.553
H -1.685 -0.880 -6.376
H -2.171 -2.644 -6.452
H -0.710 -2.041 -7.335
H -0.902 -2.083 -4.248
H 0.413 -1.417 -5.295
H 3.456 0.961 -2.782
H 5.241 1.436 -2.702
H 4.442 0.644 -1.335
H 3.161 -1.431 -0.698
H 2.205 -0.316 -1.696
C -1.144 0.021 3.941
O -2.083 -0.214 2.894
H -1.626 0.613 4.714
H -0.816 -0.930 4.370
H -0.280 0.569 3.555
H -1.636 -0.740 2.223
C -2.278 1.530 7.895
O -1.083 1.029 7.290
H -2.893 1.985 7.121
H -2.832 0.711 8.359
H -2.033 2.283 8.645
H -0.554 0.631 7.987
C 0.657 -2.707 -10.463
O -0.203 -2.303 -9.403
H 1.685 -2.655 -10.110
H 0.432 -3.734 -10.762
H 0.540 -2.039 -11.320
H -1.106 -2.353 -9.731
C -0.401 4.918 8.676
O -1.737 4.668 9.099
H 0.278 4.407 9.354
H -0.251 4.537 7.661
H -0.194 5.990 8.704
H -2.327 5.130 8.489
C 1.500 5.509 12.172
O 0.882 6.462 11.318
H 2.561 5.472 11.932
H 1.380 5.803 13.218
H 1.062 4.519 12.016
H -0.054 6.482 11.541
C -5.324 4.247 7.598
O -4.196 5.112 7.487
H -5.087 3.456 8.303
H -6.188 4.809 7.964
H -5.553 3.805 6.625
H -4.425 5.804 6.859
C -5.659 0.564 6.676
O -5.432 1.100 7.977
H -4.703 0.249 6.264
H -6.327 -0.299 6.734
H -6.098 1.325 6.025
H -6.287 1.373 8.326
C -1.334 -6.240 -5.788
O -2.028 -6.400 -7.024
H -1.219 -5.178 -5.592
H -1.906 -6.697 -4.976
H -0.345 -6.701 -5.852
H -2.120 -7.344 -7.183
C 3.107 1.586 -10.187
O 2.382 0.607 -9.454
H 2.394 2.217 -10.715
H 3.699 2.206 -9.509
H 3.765 1.104 -10.914
H 3.024 0.057 -8.992
```

Values from the calculation:
* HOMO level: -9.6 eV
* lowest unoccupied orbital energy: -1.656 eV
* 2S+1: 1

Atomic partial charges in e from the Löwdin method, atoms 1 to 5:
1 C -0.05
2 C -0.20
3 O -0.05
4 C -0.18
5 C -0.09

Record 6
Here is a cluster of 5 separate species, C3H16O4S in total from the OMol25 dataset. Energies are from wB97M-V/def2-TZVPD.

The geometry in XYZ format:
```
24
C3H16O4S (wB97M-V/def2-TZVPD)
C 1.716 -1.343 -1.743
C 1.085 0.011 -1.459
S 0.306 0.623 -2.966
C 0.167 2.399 -2.691
H 1.123 -1.944 -2.433
H 1.822 -1.931 -0.828
H 2.730 -1.261 -2.111
H 1.847 0.725 -1.128
H 0.379 -0.045 -0.622
H 0.350 2.647 -1.646
H 0.832 2.972 -3.323
H -0.868 2.696 -2.876
H -2.430 0.030 2.758
H -2.162 -0.314 4.215
O -1.855 0.266 3.504
H 1.773 0.603 3.288
H 0.922 1.157 2.182
O 1.175 0.305 2.581
H -2.589 -0.893 0.539
H -3.348 -0.109 -0.503
O -3.474 -0.522 0.359
H 0.687 -2.269 1.116
H -0.116 -1.454 2.082
O -0.073 -2.350 1.703
```

Values from the calculation:
* ⟨S²⟩: 0.75
* HOMO level (spin up / spin down): 0.6 / -5.7 eV
* ΔE to the lowest compared entry with this formula, charge and spin: 0.940 eV
* lowest unoccupied orbital energy (spin up / spin down): 2.965 / 2.869 eV
* 2S+1: 2
* total charge: -1

Atomic partial charges in e from the Löwdin method, atoms 1 to 5:
1 C -0.22
2 C -0.61
3 S 0.72
4 C -0.47
5 H 0.05

Record 7
Here is an isolated molecule of C6H15N3 at a distorted geometry from the OMol25 dataset. Energies are from wB97M-V/def2-TZVPD.

The geometry in XYZ format:
```
24
C6H15N3 (wB97M-V/def2-TZVPD)
C 0.283 -1.781 1.173
C -1.451 1.407 1.588
C -1.183 0.098 0.848
N 0.177 -0.348 0.969
H -1.859 -0.674 1.225
H -0.256 -2.050 2.082
H 1.331 -2.048 1.314
H -0.114 -2.369 0.334
H -2.514 1.643 1.551
H -0.905 2.236 1.148
H -1.149 1.319 2.629
C -0.420 0.553 -2.063
C 0.577 -0.179 -1.522
N 0.836 -1.476 -1.972
N 1.497 1.518 -0.030
C 1.150 0.136 -0.182
H 1.760 -1.822 -1.758
H 0.574 -1.635 -2.933
H 1.750 1.696 0.935
H 0.724 2.126 -0.267
H 2.059 -0.453 -0.011
H -0.595 1.577 -1.783
H -0.852 0.267 -3.011
H -1.419 0.261 -0.267
```

Values from the calculation:
* HOMO level: -8.2 eV
* ΔE to the lowest compared entry with this formula, charge and spin: 1.477 eV
* lowest unoccupied orbital energy: 1.049 eV
* 2S+1: 1

Atomic partial charges in e from the Löwdin method, atoms 1 to 5:
1 C -0.12
2 C -0.09
3 C -0.29
4 N -0.16
5 H 0.11

Record 8
Here is a structure of composition C30H31FN4O3SiTi from the OMol25 dataset. Energies are from wB97M-V/def2-TZVPD.

The geometry in XYZ format:
```
71
C30H31FN4O3SiTi (wB97M-V/def2-TZVPD)
Ti -0.449 0.132 -0.252
C 2.107 -3.056 1.363
C 1.445 -1.729 1.123
N 0.137 -1.595 0.631
N -0.678 -2.675 0.718
C -1.873 -2.298 0.373
O -2.067 -1.056 -0.004
C -3.001 -3.232 0.410
C -2.812 -4.604 0.610
C -3.891 -5.472 0.647
C -5.190 -4.995 0.488
C -5.385 -3.634 0.293
C -4.306 -2.761 0.254
C 1.989 -0.517 1.374
C 3.297 -0.251 1.916
C 3.654 1.021 2.224
C 2.741 2.090 1.975
C 1.540 1.785 1.385
N 1.132 0.547 1.071
H 1.437 -3.858 1.058
H 2.353 -3.229 2.421
H 3.045 -3.159 0.799
H -1.799 -4.966 0.734
H -3.721 -6.533 0.797
H -6.033 -5.675 0.513
H -6.390 -3.244 0.168
H -4.446 -1.699 0.098
H 3.969 -1.084 2.091
H 4.633 1.220 2.651
H 2.992 3.121 2.190
H 0.847 2.579 1.124
O 2.291 2.386 -2.629
C 1.610 1.534 -2.057
O 0.753 1.670 -1.139
C 1.776 0.074 -2.497
C 2.673 -0.337 -3.473
C 2.732 -1.677 -3.795
C 1.906 -2.571 -3.131
C 1.051 -2.084 -2.160
N 0.981 -0.782 -1.868
H 3.292 0.415 -3.943
H 3.419 -2.034 -4.555
H 1.931 -3.630 -3.351
H 0.412 -2.736 -1.578
F -3.322 4.591 3.300
C -2.713 3.644 2.513
C -2.272 4.001 1.259
C -1.655 3.024 0.474
C -1.467 1.711 0.912
C -1.941 1.417 2.196
C -2.562 2.366 3.007
H -2.406 5.018 0.910
H -1.294 3.307 -0.510
H -1.819 0.411 2.585
H -2.921 2.126 4.001
C -2.518 -2.330 -2.914
Si -2.263 -0.516 -3.362
C -1.083 -0.527 -4.846
C -3.955 0.028 -4.036
C -1.599 0.622 -2.089
H -2.713 -2.915 -3.820
H -3.373 -2.458 -2.245
H -1.651 -2.763 -2.410
H -1.479 -1.096 -5.694
H -0.128 -0.980 -4.557
H -0.874 0.494 -5.182
H -4.314 -0.627 -4.838
H -3.900 1.051 -4.423
H -4.696 0.016 -3.230
H -2.411 1.190 -1.616
H -0.999 1.353 -2.642
```

Values from the calculation:
* HOMO level: 0.2 eV
* ΔE to the lowest compared entry with this formula, charge and spin: 0.293 eV
* lowest unoccupied orbital energy: 4.680 eV
* 2S+1: 1
* total charge: -2

Atomic partial charges in e from the Löwdin method, atoms 1 to 5:
1 Ti 1.01
2 C -0.08
3 C -0.32
4 N -0.15
5 N 0.08

Number 1: molar mass 107.15 g mol⁻¹. Number 2: molar mass 204.18 g mol⁻¹. Number 3: molar mass 242.10 g mol⁻¹. Number 4: molar mass 117.10 g mol⁻¹. Number 5: molar mass 657.65 g mol⁻¹. Number 6: molar mass 148.22 g mol⁻¹. Number 7: molar mass 129.21 g mol⁻¹. Number 8: molar mass 590.55 g mol⁻¹.